A 10-piece molecular cluster, C28H80N4O11 overall at a distorted geometry. Source: the Open Molecules 2025 dataset; level of theory: the ωB97M-V functional and the def2-TZVPD basis.

```
123
Properties=species:S:1:pos:R:3:mulliken_charge:R:1
C -2.75323 5.21749 1.99709 -1.320
C -2.24061 4.71467 0.64973 0.611
O -3.25723 4.52473 -0.23029 -0.621
H -2.01699 5.28196 2.79828 0.307
H -3.44265 4.41824 2.26912 0.268
H -3.38056 6.10289 1.89401 0.358
H -1.61308 3.82479 0.69888 -0.271
H -1.72221 5.51344 0.11933 0.367
H -2.89293 4.15702 -1.03879 0.323
C -0.10846 3.70973 -2.45300 -0.616
C -1.19374 2.98239 -3.25393 0.382
O -2.40388 3.46941 -2.79572 -0.522
H -0.14051 3.30646 -1.44086 -0.255
H -0.45781 4.73690 -2.34820 0.352
H 0.84626 3.58294 -2.96344 0.473
H -1.24341 1.91743 -3.02698 -0.448
H -1.04685 3.27662 -4.29314 0.454
H -3.05654 3.51100 -3.49850 0.230
C -3.41255 1.12071 2.50926 -0.043
C -3.34734 -0.21795 3.09352 -0.491
O -2.03443 -0.61977 2.89081 -0.357
H -2.69261 1.79525 2.97270 0.200
H -4.38395 1.59397 2.65247 0.481
H -3.19695 1.13037 1.44084 -0.585
H -4.05793 -0.84145 2.55091 0.286
H -3.59985 -0.36446 4.14369 0.370
H -1.91434 -1.52028 3.20106 0.188
C -0.57737 -4.62360 -2.22064 -1.429
C -1.01631 -3.53820 -1.31129 1.142
O -2.11773 -2.80284 -1.85277 -0.646
H 0.27896 -5.08718 -1.73085 0.334
H -0.22182 -4.13020 -3.12521 0.211
H -1.36219 -5.35902 -2.39762 0.399
H -0.19294 -2.82396 -1.30537 -0.373
H -1.19861 -3.94582 -0.31695 0.057
H -2.25630 -2.04410 -1.28118 -0.043
C -4.14766 0.94979 -1.78247 -0.080
C -5.08367 -0.23435 -1.51189 -0.493
O -6.19439 0.25480 -0.78927 -0.549
H -3.25066 0.52901 -2.23682 -0.143
H -3.80005 1.41318 -0.85914 -0.138
H -4.43716 1.74111 -2.47393 0.488
H -4.57212 -1.00924 -0.94096 0.167
H -5.41658 -0.72987 -2.42388 0.433
H -6.76421 -0.50200 -0.63380 0.302
C -2.38526 -0.76259 -7.91866 -1.477
C -1.02548 -0.11019 -7.73999 0.695
C -0.35905 -0.62484 -6.51522 -0.938
O -1.10570 -0.33184 -5.29163 -0.212
C -0.57811 -0.95543 -4.09656 -0.435
N -0.19320 -0.41639 -8.88132 -0.733
H -2.23018 -1.80408 -8.20036 0.374
H -2.97156 -0.23909 -8.67384 0.390
H -2.97565 -0.67568 -7.00653 0.336
H -1.21286 0.95708 -7.62203 0.243
H 0.62317 -0.25408 -6.22217 0.374
H -0.19309 -1.70033 -6.57745 0.345
H -0.49968 -2.04079 -4.15935 0.298
H -1.13815 -0.62372 -3.22225 -0.122
H 0.42579 -0.56039 -3.94091 0.337
H -0.64629 -0.24494 -9.76756 0.263
H 0.53809 0.27523 -8.96489 0.237
C 5.77475 -2.03271 2.48799 -1.369
C 5.17261 -0.63058 2.47464 -0.044
C 3.60247 -0.78743 2.27867 1.309
O 3.01559 -1.35626 3.45077 -0.497
C 1.59641 -1.11153 3.63649 -0.389
N 5.42925 -0.01285 3.71705 -0.619
H 5.40751 -2.60316 3.34111 0.284
H 6.85887 -2.00765 2.59826 0.396
H 5.54377 -2.53957 1.55106 0.303
H 5.55379 -0.02896 1.64950 0.465
H 3.29121 -1.19305 1.31603 -0.217
H 3.18270 0.21560 2.20240 -0.646
H 1.33788 -1.88704 4.35749 0.416
H 1.02982 -1.19896 2.70944 -0.269
H 1.38167 -0.10742 4.00217 0.371
H 4.67760 0.63434 3.90752 0.289
H 5.23846 -0.72123 4.41124 0.398
C 1.83646 4.44938 1.26542 -1.290
C 2.51551 3.31251 2.09703 0.460
C 3.18454 3.67519 3.44364 -0.802
O 3.75453 2.49101 4.07125 -0.282
C 4.12463 2.74088 5.40090 -1.032
N 1.47480 2.33970 2.38099 -0.187
H 0.94991 4.76821 1.81358 0.247
H 1.46700 4.24003 0.26154 0.165
H 2.44315 5.35041 1.17508 0.478
H 3.24901 2.86245 1.42806 0.245
H 2.37122 4.09071 4.03859 0.480
H 3.94036 4.41623 3.18346 0.378
H 5.10850 2.32710 5.62196 0.306
H 3.38142 2.32768 6.08282 0.316
H 4.25569 3.80016 5.62193 0.427
H 0.82630 2.72256 3.05402 0.340
H 1.96568 1.64153 2.92108 -0.444
C -0.64272 -5.72603 2.17434 -1.362
C 0.66123 -5.31199 2.68345 0.351
C 1.30565 -4.11267 1.87988 0.143
O 1.70186 -4.57673 0.55594 -0.441
C 2.34169 -3.54038 -0.23698 -0.405
N 0.45983 -4.88274 4.05845 -0.672
H -1.16126 -6.41838 2.83755 0.409
H -0.63058 -6.14020 1.16617 0.293
H -1.30042 -4.86793 2.03584 0.165
H 1.32881 -6.17198 2.62995 0.299
H 2.22483 -3.69045 2.28601 0.490
H 0.56556 -3.31701 1.79451 -0.212
H 2.23722 -3.89583 -1.26208 0.351
H 3.40110 -3.39644 -0.02473 0.277
H 1.80594 -2.59214 -0.19332 -0.071
H 0.42151 -5.71513 4.62920 0.283
H 1.30823 -4.39006 4.29841 0.204
C 0.59719 0.18642 -0.21533 1.445
C -0.92221 0.51542 -0.14113 0.963
O -1.63080 -0.63455 0.17341 0.697
O 1.40174 1.39975 -0.33843 -0.552
H 0.73352 -0.48716 -1.06138 -0.007
H 0.93100 -0.23393 0.73334 -1.245
H -1.28613 0.93395 -1.07948 -1.336
H -1.09264 1.32386 0.56984 0.210
H -2.02076 -0.57559 1.04865 -0.108
H 1.33956 1.86120 0.50110 0.113
```

As for the SMILES: COC[C@H](C)N.COC[C@H](C)N.COC[C@H](C)N.COC[C@H](C)N.OCCO.CCO.CCO.CCO.CCO.CCO. As for the HOMO energy: -9.214 eV. As for the charge: 0. For the HOMO-LUMO gap, the calculation gives 9.71 eV.


C28H81B3Mn2O15 as an isolated structure at a distorted geometry. Source: the Open Molecules 2025 dataset; level of theory: the ωB97M-V functional and the def2-TZVPD basis.

```
129
Properties=species:S:1:pos:R:3:mulliken_charge:R:1
Mn -3.98689 -0.14974 -0.23752 0.588
Mn -1.68560 2.03835 -0.98352 -0.212
C -0.31294 -1.49930 0.74171 -0.496
C -0.90318 -0.13071 1.03284 -0.142
O -1.95361 0.27253 0.24704 0.469
H -1.05110 -2.28485 0.55900 0.214
H 0.23313 -1.84403 1.63036 0.340
H 0.38626 -1.50333 -0.10213 -0.289
H -0.04392 0.57875 0.94455 -0.408
H -1.11319 -0.04716 2.11131 0.072
O -3.72367 1.78580 -1.30275 -1.570
C -4.81827 2.56434 -0.89944 0.027
C -5.20204 2.31901 0.56454 -0.443
O -5.34444 1.00476 0.94111 -0.817
H -5.65633 2.40383 -1.59593 0.298
H -4.54278 3.64213 -0.97493 -0.054
H -6.17116 2.84935 0.74107 0.340
H -4.46433 2.82224 1.22938 -0.086
B -3.57748 0.24297 4.40769 0.954
H -2.47667 0.76588 4.54984 -0.479
H -4.27881 0.37357 5.39457 -0.264
H -4.15221 0.73263 3.47334 -0.449
H -3.42209 -0.92645 4.16379 -0.340
B -4.44981 -1.95535 1.33803 1.634
H -5.30537 -1.59812 0.60867 -0.525
H -3.62204 -2.69475 0.83556 -0.520
H -3.90870 -0.98124 1.72299 -0.345
H -4.93616 -2.47372 2.30077 -0.238
B 0.12595 1.48085 -2.24318 1.690
H -0.96346 1.44836 -2.68522 -0.239
H 0.85552 2.06763 -2.98596 -0.363
H 0.07914 1.98253 -1.18195 -0.224
H 0.42703 0.34135 -2.02241 -0.705
C 6.18101 3.29473 -3.33717 -0.840
O 5.16446 2.60700 -2.67899 -0.204
C 4.38283 1.85452 -3.58974 -0.732
C 3.48036 0.90477 -2.84411 0.210
O 4.22763 -0.09686 -2.19042 -0.539
C 3.50730 -0.63793 -1.09471 0.305
H 5.80383 3.95050 -4.13122 0.309
H 6.93657 2.61055 -3.75856 0.318
H 6.78723 3.87715 -2.63953 0.248
H 5.02816 1.28774 -4.27295 0.359
H 3.72226 2.54585 -4.12963 0.337
H 2.75883 0.43899 -3.52370 0.131
H 2.91395 1.53329 -2.14883 0.063
H 2.47161 -0.81117 -1.41076 -0.106
H 3.42328 0.07125 -0.26111 -0.238
H 4.00983 -1.54149 -0.75958 0.295
C 0.56858 0.54855 4.53298 -1.069
O 1.28908 1.41093 3.67029 0.371
C 1.83390 2.49333 4.39300 -0.705
C 2.42065 3.49058 3.42746 -0.270
O 3.68929 3.13987 2.91012 -0.496
C 3.63803 2.33148 1.74129 -0.227
H 1.14174 0.12793 5.37233 0.305
H 0.29114 -0.32872 3.94713 0.156
H -0.36758 0.97768 4.90038 0.404
H 2.56362 2.12810 5.12691 0.380
H 1.02394 3.00647 4.93584 0.384
H 2.47673 4.49237 3.86284 0.438
H 1.72123 3.61644 2.58780 -0.109
H 3.55318 2.94993 0.84317 0.323
H 2.79597 1.63375 1.76409 -0.169
H 4.54158 1.72210 1.75159 0.333
C -1.70568 3.41423 1.94434 -0.615
O -1.83584 3.53899 0.53101 0.419
C -1.24686 4.71010 -0.00496 -0.556
C -1.74004 5.02189 -1.41200 -0.992
O -1.79682 3.81219 -2.18482 0.822
C -1.90006 4.03304 -3.56359 -1.084
H -0.66185 3.45856 2.26429 -0.185
H -2.16367 2.47155 2.25616 0.156
H -2.29380 4.18782 2.44883 0.367
H -0.15044 4.66191 0.04959 0.328
H -1.49961 5.55816 0.64609 0.466
H -1.08403 5.74024 -1.90640 0.514
H -2.77904 5.36400 -1.35690 0.395
H -2.93520 4.28029 -3.83742 0.208
H -1.70482 3.09680 -4.08269 0.209
H -1.23759 4.81653 -3.94044 0.362
C -2.18325 -1.84898 -2.28632 -0.682
O -3.48400 -1.56813 -1.82388 -0.121
C -4.44857 -2.57304 -2.04815 -0.568
C -5.82477 -1.93944 -2.28491 -0.937
O -5.99588 -0.76380 -1.51961 0.050
C -7.14902 -0.06731 -1.84203 -1.025
H -2.15695 -2.02017 -3.37207 0.267
H -1.83722 -2.82192 -1.90588 0.572
H -1.51896 -1.06801 -1.93133 -0.311
H -4.44708 -3.30385 -1.23980 0.310
H -4.17411 -3.07426 -2.98730 0.460
H -6.56377 -2.67554 -1.94093 0.352
H -5.97809 -1.69258 -3.34343 0.453
H -8.08159 -0.65309 -1.83369 0.314
H -7.05435 0.43280 -2.81854 0.359
H -7.34207 0.70223 -1.09365 0.193
C 0.46258 -2.17594 -4.81924 -0.700
O 0.20288 -3.41060 -4.17672 -0.280
C 1.34122 -4.02586 -3.64689 -0.122
C 0.89937 -5.29100 -2.92308 -0.773
O 0.02805 -5.06429 -1.85438 -0.334
C 0.65191 -4.45324 -0.74192 -0.395
H 0.63416 -1.37691 -4.09183 0.143
H -0.41089 -1.95392 -5.42860 0.262
H 1.32987 -2.29124 -5.48175 0.428
H 1.84249 -3.34299 -2.94568 0.073
H 2.07557 -4.33933 -4.40606 0.409
H 1.78114 -5.88307 -2.63357 0.405
H 0.33457 -5.87992 -3.65219 0.307
H 1.53931 -5.01343 -0.41692 0.405
H -0.09682 -4.48505 0.04690 0.233
H 0.91354 -3.40776 -0.91237 0.033
C 6.51251 -3.22424 5.18979 -0.536
O 6.45039 -4.24333 4.21555 -0.355
C 5.17321 -4.60732 3.76554 -0.727
C 4.42105 -3.58911 2.94401 -0.231
O 4.07177 -2.42819 3.65868 -0.376
C 3.33774 -1.53009 2.84936 -0.173
H 6.15962 -3.60038 6.15586 0.251
H 5.97577 -2.31967 4.90608 0.205
H 7.55138 -2.90034 5.27776 0.238
H 4.50674 -4.97171 4.56514 0.377
H 5.28654 -5.50219 3.14744 0.336
H 3.49833 -4.06559 2.57462 0.311
H 4.98844 -3.28867 2.04850 0.276
H 4.01115 -1.16380 2.06154 0.237
H 3.02508 -0.65208 3.41129 -0.007
H 2.45536 -2.00772 2.41417 0.199
```

As for the HOMO energy (spin up / spin down): -0.972 / -1.266 eV. As for the charge: -2. For the HOMO-LUMO gap (spin up / spin down), the calculation gives 4.56 / 4.85 eV. As for the expectation value of S²: 30.008. As for the energy above the lowest of the compared OMol25 structures with the same formula, charge and spin: 0.0 kcal/mol. The spin multiplicity is 11.


Which of these has the lowest charge?
C28H81B3Mn2O15


The lowest charge belongs to which entry?
C28H81B3Mn2O15


Among the records above, which one has the highest charge?
C28H80N4O11